DFT (ωB97M-V/def2-TZVPD) results for 2 unconnected molecules or ions with the total composition C47H40N5O in a non-equilibrium geometry.

Summary:
Relative energy (zero: lowest compared OMol25 entry of this formula, charge and spin)   0.000 eV
LUMO energy   -4.50 eV
Net charge   +1
Molar mass   690.87 g mol⁻¹
Frontier orbital gap   3.7 eV
Max |F|   2.0 eV/A
Energy   -2163.75988 Eh

Last column: Löwdin charge in e.
Positions of all 93 atoms, in Å:
C  -1.15  2.48  0.87  -0.086
O  -0.60  1.55  1.78  -0.156
C  -1.21  0.27  1.66  -0.182
C  -2.67  0.21  1.58  -0.213
C  -3.33  -0.53  0.59  -0.039
C  -4.71  -0.58  0.56  -0.076
C  -5.45  0.10  1.52  -0.086
C  -4.81  0.85  2.48  -0.087
C  -3.43  0.92  2.51  -0.053
C  -0.38  -0.85  1.67  -0.083
N  -0.71  -2.22  1.65  -0.017
C  -2.00  -2.85  1.73  -0.214
C  -2.38  -3.76  0.75  -0.027
C  -3.61  -4.36  0.81  -0.075
C  -4.48  -4.07  1.85  -0.082
C  -4.10  -3.19  2.84  -0.076
C  -2.86  -2.58  2.79  -0.026
N  0.40  -3.00  1.60  0.178
C  1.43  -2.19  1.68  -0.191
C  2.81  -2.65  1.69  -0.150
C  3.79  -1.98  2.42  -0.029
C  5.08  -2.46  2.44  -0.077
C  5.42  -3.60  1.73  -0.079
C  4.46  -4.26  0.99  -0.073
C  3.16  -3.80  0.98  -0.024
N  1.01  -0.83  1.72  0.104
C  1.86  0.32  1.62  -0.214
C  2.24  1.02  2.77  -0.054
C  3.04  2.14  2.67  -0.082
C  3.46  2.58  1.43  -0.077
C  3.08  1.91  0.29  -0.063
C  2.29  0.78  0.38  0.007
H  -0.50  3.34  0.81  0.086
H  -1.25  2.02  -0.11  0.102
H  -2.14  2.79  1.22  0.080
H  -2.76  -1.08  -0.14  0.119
H  -5.21  -1.16  -0.19  0.109
H  -6.52  0.04  1.51  0.101
H  -5.38  1.38  3.23  0.099
H  -2.93  1.52  3.25  0.109
H  -1.69  -3.97  -0.05  0.115
H  -3.90  -5.06  0.04  0.106
H  -5.45  -4.53  1.88  0.105
H  -4.77  -2.97  3.65  0.107
H  -2.55  -1.89  3.56  0.120
H  3.53  -1.10  2.97  0.091
H  5.83  -1.95  3.03  0.104
H  6.44  -3.96  1.74  0.105
H  4.72  -5.14  0.42  0.107
H  2.40  -4.32  0.42  0.112
H  1.90  0.66  3.72  0.100
H  3.33  2.67  3.56  0.099
H  4.08  3.46  1.36  0.105
H  3.40  2.26  -0.68  0.110
H  1.97  0.26  -0.51  0.127
C  2.43  1.12  8.20  0.021
N  1.47  2.13  7.75  -0.044
C  0.97  2.24  6.48  0.067
C  0.11  3.34  6.40  -0.124
C  -0.51  3.80  5.22  0.138
C  -1.51  4.82  5.15  -0.137
C  -2.55  5.07  6.05  0.014
N  -3.19  6.23  5.70  -0.050
C  -4.27  6.85  6.47  0.017
C  -2.60  6.76  4.55  -0.141
C  -1.57  5.88  4.16  -0.112
C  -0.75  6.19  3.07  -0.011
C  -0.97  7.35  2.39  -0.066
C  -2.00  8.22  2.76  -0.066
C  -2.81  7.94  3.83  -0.002
C  0.11  3.95  7.72  -0.095
C  0.96  3.17  8.54  -0.140
C  1.17  3.53  9.87  0.003
C  0.56  4.66  10.37  -0.061
C  -0.25  5.45  9.55  -0.060
C  -0.48  5.11  8.24  -0.016
H  2.70  1.28  9.24  0.090
H  2.00  0.13  8.09  0.104
H  3.33  1.17  7.59  0.103
H  1.22  1.57  5.68  0.130
H  -0.14  3.40  4.29  0.125
H  -2.81  4.46  6.90  0.153
H  -4.58  7.79  6.00  0.090
H  -5.13  6.18  6.52  0.102
H  -3.94  7.07  7.48  0.098
H  0.06  5.52  2.80  0.110
H  -0.33  7.62  1.56  0.109
H  -2.13  9.14  2.22  0.111
H  -3.59  8.62  4.14  0.106
H  1.81  2.92  10.49  0.108
H  0.70  4.93  11.40  0.113
H  -0.71  6.34  9.95  0.110
H  -1.09  5.73  7.61  0.092